Entry 1:
112
Properties=species:S:1:pos:R:3:forces:R:3:lowdin_charge:R:1 method="wB97M-V/def2-TZVPD" e_tot_ha=-6754.25347 total_charge=0
C 7.8965 1.3672 3.0812 0.7 -0.4 0.1 -0.12
C 7.5967 -0.0377 2.3653 -0.2 0.1 0.4 -0.20
C 6.9480 0.1223 0.8751 1.4 0.7 1.3 -0.13
N 5.4688 -0.0311 1.0136 1.6 0.7 2.1 -0.21
O 4.9104 -0.8376 0.0504 -0.8 -0.7 -2.0 0.00
C 4.7630 1.2669 1.1589 -0.1 0.6 0.0 -0.04
B 4.4665 2.0738 -0.2258 -0.5 1.4 -1.7 -0.44
O 3.8684 1.5457 -1.4159 0.2 1.5 2.3 0.13
O 4.8015 3.4953 -0.2402 0.1 -2.2 -0.5 -0.04
C 6.1332 3.7229 -0.7768 0.4 1.7 0.7 -0.21
C 6.3844 5.3306 -0.6674 -0.5 -0.8 0.9 -0.06
C 3.3910 1.1459 2.0417 2.9 -0.5 0.4 -0.25
F 3.2752 2.4000 2.7346 -0.6 -1.3 -1.3 0.02
O 2.3518 0.8194 1.1087 -1.8 1.7 0.7 -0.02
C 1.1134 1.4811 1.3169 0.2 1.2 -0.9 -0.56
O 1.0950 2.8708 0.8815 0.0 -2.4 0.3 0.00
P 0.3159 1.2263 3.0331 -2.4 3.9 2.6 0.87
O -0.7493 2.3257 3.3303 2.2 -3.0 -1.4 -0.44
S -0.0834 0.6286 0.1055 4.0 -7.0 -3.2 0.88
O 0.4586 0.6387 -1.3084 -1.7 2.0 3.4 -0.29
O -0.0833 -0.8328 0.5408 -1.4 4.3 -0.1 -0.32
C -1.7914 1.3864 0.1033 -2.7 2.4 -1.3 -0.32
F -1.8632 2.7115 0.5849 0.6 -3.0 -0.9 0.08
F -2.1945 1.4490 -1.2777 1.1 -0.3 3.2 0.05
C -2.9245 0.5276 0.8505 -1.3 -1.5 0.6 -0.21
F -2.5015 -0.0962 2.0462 -0.7 1.4 -2.9 0.08
F -3.4198 -0.4836 -0.0449 1.4 2.2 2.1 0.06
C -4.2219 1.4232 1.2604 -1.6 0.1 1.7 -0.30
F -4.6653 2.2606 0.2242 1.3 -2.0 2.7 0.12
F -5.2835 0.5255 1.5937 2.6 2.2 -1.1 0.09
F -3.9508 2.1300 2.4678 -0.7 -1.5 -3.7 0.10
B 3.7281 -0.0576 3.1298 -0.7 -2.2 0.4 -0.47
O 4.4610 0.1380 4.3463 -0.4 0.8 -3.1 0.13
O 3.1847 -1.3570 2.7750 2.4 2.2 0.7 -0.02
C 4.1413 -2.4165 3.0344 0.3 -1.9 0.6 -0.09
H 8.5747 1.9800 2.3892 -1.0 -0.7 1.1 0.08
H 8.4622 1.1971 4.0762 -0.9 0.2 -1.7 0.09
H 6.9708 1.9806 3.3473 1.1 -0.8 -0.6 0.06
H 8.5701 -0.6631 2.3454 -1.5 1.1 -0.1 0.11
H 6.8306 -0.6102 3.0091 1.3 0.7 -1.1 0.09
H 7.2747 1.1660 0.4951 -0.6 -1.5 0.3 0.11
H 7.4478 -0.6419 0.1927 -1.2 0.8 0.8 0.13
H 5.5032 -1.5965 -0.1392 -0.4 0.7 0.6 0.13
H 5.4513 1.9415 1.7984 -1.1 -1.2 -1.0 0.16
H 3.3578 2.2893 -1.8219 0.9 -0.8 0.1 0.12
H 6.2328 3.3370 -1.8469 -0.1 0.4 1.5 0.13
H 6.8762 3.2469 -0.0408 -0.8 0.4 -1.4 0.11
H 5.3646 5.8748 -0.6639 1.7 -0.9 -0.4 0.09
H 6.8127 5.4923 0.3965 -0.5 0.0 -2.0 0.06
H 7.0750 5.7092 -1.4925 -0.9 -0.4 1.3 0.08
H 1.0708 2.8164 -0.1037 0.3 0.3 0.7 0.11
H -0.1809 -0.1058 3.1965 0.7 0.4 -0.6 0.05
H 1.3458 1.4237 4.0378 -0.2 -0.7 -1.1 0.06
H 4.9998 0.9537 4.1829 -0.6 -0.8 0.7 0.11
H 3.8171 -2.9794 3.9924 0.7 1.0 -1.4 0.11
H 5.2277 -2.0578 3.1232 -1.7 -0.3 0.0 0.08
H 4.1487 -3.2229 2.2043 -0.4 1.6 1.0 0.11
O -7.0600 -4.1898 -3.6704 0.2 -0.5 0.8 -0.24
S -6.4700 -4.3138 -2.3682 0.2 0.8 0.4 0.67
O -6.4627 -5.5432 -1.6337 -0.1 0.6 -0.8 -0.22
O -7.0827 -3.1484 -1.4224 2.8 -0.5 -3.5 -0.28
C -6.0219 -2.3309 -0.9257 0.4 0.1 0.3 -0.16
C -4.9290 -2.4032 -1.9814 -0.2 0.6 -0.1 -0.17
O -4.9480 -3.7530 -2.4436 -0.5 -0.6 0.3 -0.19
H -5.6817 -2.7537 0.0245 0.0 0.1 0.0 0.14
H -6.3717 -1.3108 -0.7633 -0.2 -0.2 -0.1 0.14
H -3.9480 -2.1474 -1.5825 -0.1 -0.3 -0.1 0.12
H -5.1572 -1.7521 -2.8305 0.0 0.0 0.1 0.14
O 3.3609 -3.2866 -5.0761 -0.2 0.0 1.1 -0.23
S 2.7907 -3.0409 -3.7845 -0.2 0.2 0.0 0.65
O 3.5166 -3.2368 -2.5661 -0.2 0.1 -1.0 -0.23
O 1.3876 -3.8506 -3.6888 0.7 0.4 -0.4 -0.19
C 0.3236 -2.9342 -3.4265 -0.3 0.4 0.5 -0.17
C 0.7696 -1.6152 -4.0379 -0.4 -0.1 -0.5 -0.17
O 2.1714 -1.5414 -3.7777 0.3 -0.8 0.4 -0.19
H 0.2076 -2.8475 -2.3424 0.0 0.1 -0.1 0.13
H -0.6080 -3.2970 -3.8626 0.2 -0.1 -0.1 0.13
H 0.2519 -0.7598 -3.6035 0.3 0.0 0.1 0.12
H 0.6270 -1.6142 -5.1228 -0.1 0.0 0.1 0.13
O 7.2998 6.5856 3.3942 0.8 0.1 -0.7 -0.22
S 8.1775 7.1324 2.4027 -0.1 0.2 0.1 0.63
O 9.0461 6.3238 1.6018 -0.8 0.3 0.6 -0.23
O 9.0562 8.3066 3.0968 -0.7 -0.5 -0.2 -0.19
C 8.8399 9.5380 2.4067 0.1 0.4 -0.5 -0.17
C 7.4342 9.4367 1.8346 -0.2 0.4 0.5 -0.17
O 7.3020 8.0782 1.4161 0.8 -0.4 0.2 -0.20
H 9.5855 9.6181 1.6107 -0.1 0.0 0.0 0.13
H 8.9474 10.3813 3.0898 0.0 -0.3 0.1 0.14
H 7.2764 10.1148 0.9960 0.0 -0.3 -0.1 0.14
H 6.6802 9.6283 2.6037 0.1 0.1 0.0 0.13
O -12.9117 -2.3960 -4.7497 0.2 -0.6 -0.9 -0.23
S -12.2507 -3.2204 -5.7175 0.2 0.0 0.1 0.65
O -12.5626 -3.1799 -7.1142 0.1 0.2 1.0 -0.23
O -12.3343 -4.7602 -5.2116 0.0 0.8 0.1 -0.19
C -11.0151 -5.2892 -5.0694 0.5 -0.2 -0.3 -0.17
C -10.1345 -4.0928 -4.7445 0.1 -0.3 0.6 -0.18
O -10.6491 -3.0265 -5.5439 -0.8 -0.3 -0.5 -0.19
H -10.7266 -5.7452 -6.0207 0.0 0.0 0.1 0.13
H -10.9904 -6.0449 -4.2835 -0.2 0.2 0.0 0.14
H -9.0852 -4.2744 -4.9738 -0.2 0.2 -0.1 0.11
H -10.2320 -3.8050 -3.6935 0.1 -0.1 0.0 0.14
O -8.5180 -3.2784 -0.0265 -1.9 0.0 3.7 -0.22
S -8.3276 -3.5215 1.3745 -0.6 -0.2 0.0 0.67
O -7.8149 -2.5289 2.2711 -0.3 -0.5 -0.8 -0.22
O -7.4431 -4.8716 1.5356 -0.6 0.6 -0.4 -0.19
C -8.1678 -5.8310 2.3061 -0.2 -0.2 0.6 -0.17
C -9.6358 -5.5277 2.0492 0.0 -0.5 -0.4 -0.17
O -9.7146 -4.1038 1.9896 0.8 0.3 0.2 -0.19
H -7.9130 -5.6845 3.3595 0.0 0.0 0.0 0.13
H -7.8969 -6.8437 2.0053 0.1 0.2 -0.2 0.14
H -10.2846 -5.9168 2.8341 0.0 0.3 0.0 0.14
H -9.9575 -5.9248 1.0818 0.0 -0.1 0.1 0.13


Entry 2:
87
Properties=species:S:1:pos:R:3:forces:R:3:lowdin_charge:R:1 method="wB97M-V/def2-TZVPD" e_tot_ha=-3880.84805 total_charge=+1
O -0.0648 3.4252 1.0091 -2.1 3.1 2.1 0.25
C 0.5551 2.5771 0.5529 1.3 -1.5 -0.9 -0.61
O 1.0860 2.7245 -0.7016 0.4 -1.1 0.0 0.11
O 0.8180 1.4381 1.2822 -0.1 -0.5 -1.7 0.04
C 0.2563 0.2992 0.6069 0.1 -0.9 0.9 -0.07
C 1.2808 -0.8502 0.3469 -0.2 0.7 0.2 -0.19
O 0.9772 -1.5118 -0.8924 -0.2 0.0 1.8 -0.25
C 2.7533 -0.4027 0.2870 -0.6 -1.8 -0.4 -0.64
F 3.4380 -1.3269 -0.3995 0.4 -0.7 -0.5 0.15
F 2.9601 0.7247 -0.3328 0.1 1.3 -0.3 0.20
F 3.2665 -0.4138 1.4903 0.3 0.8 1.2 0.20
H 0.5332 2.2892 -1.3590 0.1 0.1 -0.1 0.11
H -0.2813 0.5452 -0.3202 0.3 0.2 0.1 0.13
H -0.5054 -0.1075 1.2887 0.1 0.2 -0.3 0.15
H 1.1857 -1.5609 1.1756 0.3 0.0 -0.3 0.15
H 0.2649 -2.1317 -0.6417 0.6 -0.4 0.5 0.04
K -0.2241 -1.3085 -2.7832 -1.0 0.2 -2.0 1.00
C -2.9254 -3.1736 2.4799 0.0 0.0 -0.6 -0.04
C -2.7996 -3.2703 0.9870 -0.2 0.1 0.3 -0.51
O -2.8301 -2.2763 0.2843 0.4 0.1 -0.4 0.02
C -2.6391 -4.6474 0.3968 -0.1 0.1 -0.3 -0.03
H -3.0357 -2.1307 2.7667 0.1 0.0 0.1 0.08
H -3.8034 -3.7253 2.8197 0.1 -0.2 0.1 0.10
H -2.0248 -3.5748 2.9557 -0.4 0.0 -0.1 0.05
H -3.5077 -5.2596 0.6444 0.1 -0.1 0.1 0.09
H -1.7358 -5.1125 0.7831 -0.2 -0.1 0.1 0.05
H -2.5615 -4.5723 -0.6881 0.0 0.0 0.0 0.08
C 2.2076 3.4758 -5.0138 0.3 0.4 0.1 -0.08
C 2.2415 3.6359 -6.5079 0.0 0.9 -0.1 -0.15
O 2.1112 2.2611 -6.9620 -0.1 -0.6 -0.5 -0.16
C 1.4954 1.5538 -5.9583 -0.3 -0.2 1.0 -0.59
O 1.0942 0.4383 -6.0833 0.0 0.0 -0.3 0.13
O 1.4113 2.2777 -4.8409 0.1 -0.3 -0.7 0.09
H 1.7520 4.3233 -4.5117 0.0 -0.2 0.1 0.13
H 3.1924 3.3037 -4.5845 -0.1 0.0 0.1 0.14
H 1.4029 4.2153 -6.8907 0.0 -0.2 -0.1 0.06
H 3.1666 4.0789 -6.8635 0.0 -0.3 -0.1 0.11
Cl -0.5780 5.9605 -8.0233 0.1 -0.1 0.1 0.60
C -0.1168 7.4134 -7.0835 0.0 0.3 0.1 -0.62
C 1.2857 7.8691 -7.3954 -0.1 0.1 -0.1 -0.62
Cl 2.5078 6.7156 -6.8002 0.1 0.2 0.0 0.63
H -0.2365 7.1812 -6.0271 0.1 -0.1 0.0 0.08
H -0.8266 8.1989 -7.3439 0.0 0.0 -0.1 0.08
H 1.4812 8.8215 -6.9051 0.0 -0.1 0.1 0.08
H 1.4379 7.9981 -8.4647 0.0 -0.1 0.0 0.08
C 3.2881 -5.5632 -1.0726 0.0 0.0 0.0 -0.10
C 3.1255 -6.1576 0.3222 0.2 0.1 -0.2 -0.25
C 1.6580 -6.3248 0.7335 0.2 0.3 0.0 -0.16
C 0.9793 -5.0183 0.7468 0.6 -1.6 0.1 -0.17
N 0.4550 -4.0095 0.7591 -0.5 1.5 -0.2 0.20
H 2.8694 -4.5554 -1.1307 0.0 0.0 0.0 0.06
H 4.3436 -5.4905 -1.3337 0.0 0.0 0.0 0.08
H 2.7954 -6.1849 -1.8240 0.0 0.0 0.0 0.08
H 3.6390 -5.5188 1.0438 -0.1 -0.1 0.1 0.12
H 3.6126 -7.1331 0.3544 -0.1 0.0 0.1 0.11
H 1.5914 -6.7633 1.7297 -0.1 0.1 0.0 0.13
H 1.1363 -6.9849 0.0385 -0.1 0.1 0.0 0.13
C -4.5218 6.8109 -6.9921 0.3 0.0 0.0 -0.15
O -3.4868 7.3652 -7.7964 0.0 0.1 0.1 -0.15
H -5.4665 7.2531 -7.2982 0.1 0.0 0.0 0.08
H -4.5712 5.7276 -7.1331 -0.1 0.0 0.1 0.08
H -4.3460 7.0379 -5.9371 -0.2 -0.1 0.0 0.08
H -2.6554 6.9658 -7.5164 -0.3 -0.1 -0.2 -0.03
O -1.6148 -2.9108 4.8843 0.1 -0.1 0.2 -0.10
H -0.8621 -2.3981 5.2023 0.2 0.1 0.3 -0.02
Be 1.9685 1.5235 -8.8566 0.0 0.2 0.6 0.68
C 4.2269 5.2415 -2.3578 0.6 -0.1 0.8 -0.78
O 3.0653 4.7943 -2.5512 -0.2 0.3 -0.7 0.03
O 4.8160 4.7589 -1.2198 -0.7 0.0 -0.5 0.10
O 4.8668 6.0275 -3.0548 -0.3 0.0 -0.4 0.12
H 4.0662 4.2028 -0.9424 0.4 -0.2 0.7 0.10
C -1.9782 -4.4269 10.9427 -0.1 0.0 0.1 -0.10
O -2.8091 -3.2813 11.0267 0.2 -0.1 -0.2 -0.18
C -2.1690 -2.1037 10.5655 -0.4 0.0 0.3 -0.20
C -2.6593 -1.7145 9.1816 0.4 0.1 -0.2 -0.19
O -2.2262 -2.6460 8.2019 -0.2 -0.1 0.1 -0.18
C -3.2561 -3.5292 7.7891 0.1 -0.1 -0.2 -0.11
H -2.5880 -5.3010 11.1664 0.0 0.1 0.0 0.09
H -1.5512 -4.5419 9.9426 0.0 0.0 0.0 0.09
H -1.1731 -4.3646 11.6817 0.1 0.0 -0.1 0.09
H -1.0814 -2.2189 10.5733 0.0 0.0 -0.1 0.13
H -2.4299 -1.3037 11.2653 0.0 0.1 -0.1 0.13
H -2.2261 -0.7454 8.9148 0.0 0.0 0.1 0.13
H -3.7481 -1.6153 9.1710 0.0 -0.1 0.1 0.13
H -3.9985 -2.9863 7.1964 -0.1 0.0 0.0 0.09
H -3.7457 -4.0075 8.6416 0.0 0.1 0.1 0.09
H -2.8051 -4.2981 7.1634 0.0 0.1 0.0 0.08


Entry 3:
80
Properties=species:S:1:pos:R:3:forces:R:3:lowdin_charge:R:1 method="wB97M-V/def2-TZVPD" e_tot_ha=-2841.03313 total_charge=0
N 5.1152 -0.3510 1.6712 0.2 -0.1 0.8 0.13
C 4.6097 0.8402 2.2221 -0.2 -0.9 -0.2 -0.17
C 5.5314 1.8052 2.6391 0.5 0.6 0.1 -0.26
O 6.8820 1.5577 2.5433 -0.1 -0.1 -0.2 0.04
C 5.1360 3.0168 3.1661 -0.6 -0.4 -0.1 0.03
C 3.7699 3.2775 3.2640 0.6 0.2 0.2 0.00
C 2.8500 2.3316 2.8662 -0.4 0.4 0.1 -0.09
C 3.2458 1.0902 2.3485 0.2 0.7 0.1 -0.03
C 2.2108 0.1177 1.9655 -0.5 0.0 0.0 -0.25
O 2.3772 -1.0774 1.8558 0.4 -0.2 -0.3 0.12
C 0.8291 0.6579 1.7346 -0.2 0.6 -0.3 -0.26
O -0.0604 -0.0997 1.0426 0.1 -0.3 0.1 0.03
C 0.4549 1.8412 2.2302 -0.1 0.2 0.2 -0.49
Cl -1.1375 2.4551 2.0069 0.2 -0.1 0.0 0.78
C 1.4059 2.7051 2.9951 0.2 -0.7 -0.5 -0.36
O 1.0300 3.6521 3.6272 -0.1 0.5 0.3 0.10
H 5.8599 -0.6740 2.2841 0.3 0.1 -0.3 0.10
H 4.4238 -1.0931 1.6785 -0.2 0.2 -0.2 0.07
H 7.0686 1.2540 1.6451 0.0 -0.2 0.1 0.11
H 5.8735 3.7366 3.4872 0.1 0.0 -0.1 0.12
H 3.4582 4.2380 3.6475 -0.3 -0.1 0.0 0.12
H 0.0844 0.0128 0.0952 0.1 -0.1 0.0 0.12
C 4.5962 1.4640 -4.7391 -0.4 -0.3 -0.5 -0.13
N 4.0872 1.1048 -3.4363 0.3 -0.1 0.7 -0.31
C 4.8883 0.0420 -2.8365 -0.1 0.0 0.5 -0.13
P 2.4598 1.2074 -2.8822 2.0 5.5 -2.7 0.70
O 2.7295 1.5150 -1.4283 -1.6 -3.3 0.3 -0.29
N 1.6773 2.7183 -3.2881 0.0 0.2 -0.1 -0.33
C 2.3992 3.7961 -3.9441 0.2 -0.2 -0.3 -0.14
C 0.9182 3.2806 -2.1743 0.0 -0.2 0.3 -0.15
N 1.7366 0.4564 -4.2304 -0.5 -2.1 1.9 -0.32
C 1.8924 -0.9960 -4.3141 0.4 0.0 -0.1 -0.13
C 1.1849 1.0600 -5.4243 -0.6 0.4 -0.1 -0.11
H 4.4212 0.6912 -5.5045 0.0 0.0 0.0 0.08
H 5.6753 1.6184 -4.6751 0.0 -0.1 0.1 0.09
H 4.1954 2.4053 -5.1032 -0.2 -0.1 0.0 0.05
H 4.6859 -0.9348 -3.2980 0.1 0.0 -0.1 0.07
H 4.6835 -0.0414 -1.7683 -0.1 0.0 0.0 0.06
H 5.9549 0.2524 -2.9377 0.0 0.1 -0.1 0.08
H 3.3296 4.0614 -3.4241 0.0 0.1 -0.1 0.09
H 1.7715 4.6874 -3.9975 -0.1 0.0 0.2 0.08
H 2.6232 3.5585 -4.9856 0.1 -0.1 0.0 0.05
H 1.5616 3.8090 -1.4616 0.0 0.0 0.1 0.08
H 0.3913 2.4963 -1.6314 0.0 0.1 0.0 0.06
H 0.1657 3.9831 -2.5400 0.1 0.0 -0.2 0.08
H 2.7245 -1.2773 -4.9709 -0.1 0.0 0.0 0.08
H 0.9829 -1.4717 -4.6850 0.0 0.1 0.0 0.08
H 2.0849 -1.4208 -3.3268 0.1 0.0 0.0 0.08
H 1.9657 1.4434 -6.0877 0.0 0.0 0.1 0.08
H 0.4843 1.8580 -5.1940 0.2 0.1 0.1 0.08
H 0.6176 0.3178 -5.9913 0.1 -0.2 0.2 0.08
C -2.9966 -2.8791 1.7223 -0.2 -0.6 0.4 -0.12
N -3.8077 -1.7220 2.0200 0.1 0.7 -0.1 -0.30
C -3.0525 -0.7516 2.8083 -0.2 0.4 0.1 -0.13
P -5.5189 -1.6523 2.1972 1.8 -2.9 -5.4 0.70
O -5.7512 -0.2639 1.6610 -1.0 0.4 3.4 -0.29
N -6.3869 -2.5149 0.9454 -0.1 -0.2 -0.3 -0.33
C -5.6831 -3.1218 -0.1708 0.3 -0.2 0.1 -0.15
C -7.5364 -1.7778 0.4219 0.0 0.2 0.2 -0.15
N -5.6672 -2.9961 3.2406 -0.7 2.0 1.9 -0.32
C -5.2519 -2.7786 4.6256 0.4 0.0 -0.1 -0.13
C -5.9272 -4.3805 2.9138 -0.6 -0.3 -0.3 -0.12
H -2.8014 -3.5136 2.6022 0.0 0.0 0.0 0.08
H -2.0283 -2.5508 1.3385 0.0 0.2 0.1 0.08
H -3.4194 -3.5006 0.9378 -0.1 0.0 0.1 0.05
H -2.9438 -1.0738 3.8547 0.1 0.0 0.0 0.07
H -3.5457 0.2207 2.8073 -0.1 -0.1 0.0 0.07
H -2.0576 -0.5973 2.3926 0.0 -0.1 -0.1 0.05
H -5.0136 -2.4175 -0.6836 0.0 -0.1 -0.1 0.09
H -6.3994 -3.5054 -0.9003 -0.1 0.2 0.0 0.08
H -5.1136 -4.0001 0.1388 0.1 0.1 0.1 0.05
H -7.2445 -1.0203 -0.3143 0.0 0.1 0.0 0.08
H -8.0788 -1.2758 1.2214 0.0 0.0 0.0 0.07
H -8.2320 -2.4721 -0.0569 0.1 -0.1 0.0 0.08
H -4.2258 -3.1243 4.8007 0.0 0.0 0.1 0.08
H -5.9146 -3.2936 5.3240 0.0 0.0 -0.1 0.08
H -5.2969 -1.7177 4.8792 0.1 0.0 0.0 0.08
H -5.0591 -4.8642 2.4555 0.0 0.1 -0.1 0.08
H -6.7883 -4.4926 2.2601 0.1 0.1 -0.1 0.08
H -6.1648 -4.9417 3.8213 0.1 0.2 0.1 0.08


| no. | molar mass (g mol⁻¹) |
| --- | --- |
| 1 | 1197.539 |
| 2 | 736.580 |
| 3 | 598.022 |